Entry from OMol25: a molecular structure, C48H27Cl2F7N4PPtS (ωB97M-V/def2-TZVPD).

* largest force on an atom: 1.24 eV Å⁻¹
* <S²>: 6.073
* relative energy (zero: lowest compared OMol25 entry of this formula, charge and spin): 60.41 kJ/mol
* E_LUMO (spin up / spin down): -2.614 / -6.728 eV
* 2S+1: 5
* charge: +1
* E_HOMO (spin up / spin down): -10.123 / -10.578 eV

Each line ends with the Mulliken spin population.
Cartesian coordinates (Å):
Pt -0.369 -0.781 1.120  0.429
Cl -0.256 -1.167 3.959  0.059
C 1.387 -0.787 4.312  0.101
C 1.741 -0.758 5.644  -0.047
C 3.046 -0.458 6.011  0.139
C 4.009 -0.196 5.049  -0.053
C 3.670 -0.232 3.713  0.114
Cl 4.896 0.088 2.557  0.018
C 2.338 -0.529 3.291  -0.003
S 2.047 -0.591 1.601  0.675
H 0.995 -0.980 6.394  0.001
H 3.311 -0.427 7.059  0.008
H 5.028 0.024 5.333  0.001
C -0.140 0.670 -4.654  0.011
C 0.466 -0.634 -4.202  0.009
C 1.161 -1.381 -5.153  0.001
C 1.760 -2.591 -4.849  0.003
C 1.670 -3.104 -3.564  0.000
C 0.986 -2.389 -2.600  -0.013
C 0.386 -1.162 -2.903  0.029
P -0.426 -0.377 -1.478  0.267
C -0.144 1.407 -1.640  0.063
C -1.235 2.270 -1.758  -0.003
C -1.038 3.622 -1.976  -0.011
C 0.254 4.127 -2.039  0.018
C 1.338 3.279 -1.884  -0.013
C 1.166 1.908 -1.694  -0.016
C 2.375 1.018 -1.592  0.029
C -2.203 -0.701 -1.619  0.040
C -2.779 -0.848 -2.886  0.009
C -4.133 -1.082 -3.026  0.000
C -4.926 -1.188 -1.891  0.005
C -4.352 -1.093 -0.637  -0.009
C -2.984 -0.862 -0.472  0.015
C -2.456 -0.852 0.934  0.073
H -0.467 0.584 -5.690  0.001
H 0.602 1.472 -4.612  0.000
H -0.991 0.974 -4.055  -0.001
H 1.222 -0.995 -6.164  0.001
H 2.290 -3.135 -5.619  0.000
H 2.134 -4.050 -3.317  0.000
H 0.909 -2.774 -1.588  -0.001
H -2.242 1.866 -1.723  0.003
H -1.890 4.275 -2.122  0.003
H 0.411 5.184 -2.219  0.001
H 2.344 3.676 -1.940  0.000
H 3.199 1.551 -1.116  0.002
H 2.708 0.698 -2.582  0.004
H 2.166 0.120 -1.013  -0.006
H -2.156 -0.801 -3.768  -0.003
H -4.565 -1.187 -4.011  0.000
H -5.989 -1.370 -1.985  0.000
H -4.969 -1.216 0.246  0.001
H -2.814 -1.743 1.448  0.010
H -2.847 0.011 1.479  0.008
F 1.110 3.541 2.324  0.006
C 0.502 4.691 2.059  0.041
C 1.250 5.844 2.075  0.061
F 2.539 5.737 2.346  0.007
C 0.685 7.100 1.792  0.018
C -0.688 7.093 1.489  0.071
C -1.437 5.935 1.497  0.061
F -2.720 6.010 1.186  0.006
C -0.868 4.691 1.778  0.167
C -1.637 3.463 1.752  0.234
C -1.049 2.208 1.636  0.008
N -0.576 1.163 1.524  0.223
C -3.047 3.426 1.831  -0.024
N -4.192 3.326 1.933  0.249
F -1.305 8.220 1.188  0.007
C 1.467 8.315 1.801  0.373
C 0.958 9.561 1.377  -0.034
N 0.600 10.589 0.995  0.253
C 2.818 8.350 2.204  -0.033
N 3.927 8.430 2.512  0.250
F -1.443 -10.120 0.387  0.000
C -0.200 -9.625 0.543  0.000
F 0.326 -10.196 1.638  0.000
F 0.521 -10.045 -0.517  0.000
C -0.217 -8.124 0.631  0.003
C 0.327 -7.468 1.725  -0.001
C 0.292 -6.086 1.780  0.003
C -0.287 -5.351 0.741  -0.001
C -0.830 -6.027 -0.357  0.002
C -0.794 -7.407 -0.410  -0.001
C -0.318 -3.926 0.811  0.015
C -0.342 -2.717 0.876  0.066
H 0.776 -8.035 2.528  0.000
H 0.709 -5.561 2.628  0.000
H -1.283 -5.459 -1.158  0.000
H -1.213 -7.932 -1.258  0.000

Entry from OMol25: a molecular structure, C48H28BrIrN6S2 (ωB97M-V/def2-TZVPD).

* largest force on an atom: 0.66 eV Å⁻¹
* <S²>: 8.899
* relative energy (zero: lowest compared OMol25 entry of this formula, charge and spin): 0.00 kJ/mol
* E_LUMO (spin up / spin down): 1.479 / -0.235 eV
* 2S+1: 6
* charge: -1
* E_HOMO (spin up / spin down): -3.192 / -5.118 eV

Each line ends with the Mulliken spin population.
Cartesian coordinates (Å):
Ir -0.095 -0.058 0.057  0.724
C 3.476 6.216 -2.605  -0.001
C 3.214 5.131 -3.440  0.005
C 2.547 4.018 -2.945  0.011
C 2.143 3.976 -1.611  0.026
C 2.401 5.062 -0.783  0.016
C 3.068 6.178 -1.280  0.008
C 1.452 2.760 -1.082  0.009
C 0.086 2.669 -1.294  0.042
C -0.672 3.573 -2.119  -0.048
C -1.863 2.983 -2.363  0.065
C -1.888 1.734 -1.625  0.102
N -0.703 1.578 -0.988  0.201
C -2.961 0.813 -1.535  0.043
C -3.044 -0.211 -0.500  0.184
C -4.260 -0.781 -0.010  0.099
C -3.921 -1.638 1.002  0.001
C -2.505 -1.611 1.100  0.029
C -1.693 -2.472 1.841  0.060
C -2.367 -3.425 2.763  -0.012
C -2.190 -3.289 4.137  0.009
C -2.784 -4.190 5.013  0.003
C -3.549 -5.241 4.521  0.003
C -3.730 -5.379 3.149  0.002
C -3.144 -4.472 2.274  0.017
C -0.303 -2.588 1.736  0.086
N 0.505 -1.774 0.982  0.202
C 1.752 -2.312 0.977  -0.014
C 2.871 -1.705 0.366  0.161
C 4.097 -2.519 0.115  0.056
C 4.563 -2.654 -1.199  0.048
C 5.673 -3.436 -1.488  -0.012
C 6.350 -4.095 -0.466  0.028
C 5.911 -3.955 0.842  -0.015
C 4.797 -3.173 1.130  0.047
C 2.911 -0.313 -0.079  0.135
C 4.094 0.428 -0.352  0.086
C 3.703 1.712 -0.666  0.015
C 2.293 1.732 -0.599  0.067
N 1.841 0.492 -0.207  0.052
C 1.729 -3.551 1.727  0.096
C 0.475 -3.692 2.227  -0.094
N -2.008 -0.697 0.181  0.070
C -4.027 0.779 -2.571  0.111
C -4.745 1.901 -2.991  0.070
C -5.648 1.822 -4.046  -0.022
C -5.867 0.617 -4.698  0.044
C -5.194 -0.522 -4.263  -0.022
C -4.292 -0.442 -3.210  0.062
H 3.994 7.087 -2.992  0.000
H 3.527 5.153 -4.478  0.000
H 2.337 3.168 -3.587  0.001
H 2.074 5.033 0.253  -0.003
H 3.268 7.020 -0.625  0.001
H -0.331 4.541 -2.459  -0.005
H -2.656 3.368 -2.985  0.007
H -5.253 -0.516 -0.354  -0.004
H -4.585 -2.229 1.618  -0.004
H -1.581 -2.471 4.512  0.000
H -2.644 -4.070 6.081  0.000
H -4.006 -5.949 5.203  0.000
H -4.324 -6.197 2.757  0.000
H -3.269 -4.584 1.202  -0.001
H 4.031 -2.147 -1.997  0.000
H 6.012 -3.531 -2.513  0.000
H 7.218 -4.707 -0.689  0.003
H 6.445 -4.449 1.646  0.000
H 4.483 -3.042 2.160  0.003
H 5.102 0.043 -0.291  0.006
H 4.329 2.557 -0.921  -0.002
H 2.566 -4.217 1.878  0.008
H 0.104 -4.487 2.859  -0.007
H -4.631 2.837 -2.458  0.004
H -6.181 2.712 -4.361  -0.001
H -6.561 0.562 -5.530  0.004
H -5.360 -1.473 -4.757  0.000
H -3.756 -1.327 -2.888  0.002
S -0.413 0.613 2.601  0.614
C 0.271 2.019 3.237  0.020
C 0.958 1.826 4.505  -0.022
N 1.496 1.643 5.508  0.015
C 0.208 3.306 2.705  0.165
S -0.713 3.811 1.389  0.737
C 0.947 4.377 3.352  -0.028
N 1.515 5.253 3.841  0.049
Br -3.116 2.485 1.455  0.584

Entry from OMol25: a molecular structure, C48H28FeN11O (ωB97M-V/def2-TZVPD).

* largest force on an atom: 1.34 eV Å⁻¹
* <S²>: 6.012
* relative energy (zero: lowest compared OMol25 entry of this formula, charge and spin): 0.00 kJ/mol
* E_LUMO (spin up / spin down): 0.969 / 0.963 eV
* 2S+1: 5
* charge: -1
* E_HOMO (spin up / spin down): -3.532 / -3.511 eV

Each line ends with the Mulliken spin population.
Cartesian coordinates (Å):
Fe -0.037 -0.020 0.890  3.675
C 2.894 -1.942 -4.490  -0.001
C 3.974 -2.056 -3.622  0.000
C 3.778 -2.147 -2.253  0.002
C 2.482 -2.072 -1.783  -0.021
C 1.937 -1.994 -0.437  -0.048
N 2.621 -2.228 0.653  0.014
C 2.145 -1.952 1.860  -0.017
C 2.726 -2.481 3.058  -0.001
C 3.690 -3.456 3.286  -0.003
C 4.006 -3.767 4.592  0.001
C 3.355 -3.135 5.659  -0.001
C 2.389 -2.172 5.447  0.001
C 2.072 -1.832 4.136  -0.003
C 1.099 -0.958 3.547  0.017
N 0.266 -0.175 4.250  0.003
C -0.890 0.172 3.732  -0.014
N -1.371 -0.282 2.544  0.071
C -2.711 -0.084 2.506  0.015
N -3.549 -0.621 1.654  -0.002
C -3.162 -1.225 0.538  0.007
N -1.961 -1.126 -0.084  0.019
C -2.017 -1.757 -1.269  0.008
N -1.037 -1.841 -2.177  0.009
C 0.212 -1.770 -1.793  0.000
N 0.613 -1.752 -0.497  0.094
C 1.386 -1.916 -2.654  -0.008
C 1.589 -1.882 -4.021  -0.002
C -3.323 -2.357 -1.437  0.006
C -3.879 -3.184 -2.400  -0.003
C -5.159 -3.663 -2.188  0.002
C -5.870 -3.346 -1.029  -0.001
C -5.325 -2.531 -0.056  0.002
C -4.050 -2.030 -0.267  0.006
C -3.102 0.735 3.647  -0.007
C -4.288 1.364 3.987  0.001
C -4.278 2.228 5.071  0.001
C -3.124 2.423 5.823  0.002
C -1.945 1.757 5.520  -0.002
C -1.934 0.927 4.413  0.003
N 1.165 -1.056 2.190  0.035
H 3.081 -1.888 -5.553  0.000
H 4.979 -2.067 -4.019  0.000
H 4.604 -2.248 -1.567  0.000
H 4.155 -3.966 2.456  0.000
H 4.760 -4.515 4.801  0.000
H 3.623 -3.415 6.669  0.000
H 1.879 -1.696 6.270  0.000
H 0.753 -1.784 -4.695  0.000
H -3.317 -3.448 -3.283  0.000
H -5.614 -4.311 -2.923  0.000
H -6.862 -3.754 -0.888  0.000
H -5.862 -2.296 0.850  0.000
H -5.181 1.200 3.403  0.000
H -5.177 2.773 5.326  0.000
H -3.148 3.108 6.659  0.000
H -1.051 1.908 6.105  0.000
N 1.692 5.894 -7.456  0.000
C 1.543 5.213 -6.542  0.000
C 1.345 4.379 -5.424  0.000
C 0.933 4.936 -4.208  0.000
C 0.707 4.120 -3.122  0.000
C 0.905 2.738 -3.208  -0.001
C 1.337 2.191 -4.416  0.001
C 1.546 2.998 -5.517  0.000
C 0.676 1.942 -1.986  0.013
C 1.807 1.455 -1.315  0.017
C 3.159 1.631 -1.702  0.006
C 3.936 1.180 -0.658  0.001
C 3.041 0.758 0.333  0.020
N 1.773 0.907 -0.054  -0.002
C -0.628 1.937 -1.482  0.011
C -1.758 2.525 -2.117  0.011
C -2.802 2.426 -1.228  0.000
C -2.288 1.778 -0.094  0.013
N -1.009 1.455 -0.245  0.025
H 0.800 6.006 -4.130  0.000
H 0.382 4.541 -2.180  0.000
H 1.491 1.123 -4.491  0.000
H 1.865 2.576 -6.461  0.000
H 3.493 2.051 -2.629  0.000
H 5.007 1.155 -0.594  0.000
H 3.293 0.368 1.304  0.003
H -1.771 2.968 -3.097  0.001
H -3.820 2.747 -1.362  0.000
H -2.829 1.559 0.807  0.000
O 0.704 2.147 2.293  0.025
H 1.490 2.218 1.738  0.000
H 0.970 1.678 3.092  -0.002

Entry from OMol25: a molecular structure, C48H33ClGeI2N4O2W (ωB97M-V/def2-TZVPD).

* largest force on an atom: 2.05 eV Å⁻¹
* relative energy (zero: lowest compared OMol25 entry of this formula, charge and spin): 292.27 kJ/mol
* E_LUMO (spin up / spin down): -8.560 / -8.692 eV
* 2S+1: 1
* charge: +2
* E_HOMO (spin up / spin down): -12.545 / -12.518 eV

Each line ends with the Mulliken charge.
Cartesian coordinates (Å):
W 0.320 0.313 -0.257  1.217
Cl -4.178 4.484 3.750  -0.181
C -3.368 3.526 2.567  -0.172
C -3.352 3.935 1.236  -0.731
C -2.694 3.179 0.279  -0.803
C -2.035 2.016 0.649  -0.137
O -1.427 1.252 -0.259  -0.323
C -2.062 1.598 1.975  0.776
C -1.433 0.364 2.380  0.033
N -0.542 -0.287 1.738  0.473
C 0.027 -1.468 2.320  0.075
C -0.191 -1.913 3.593  -0.546
C 0.391 -3.113 4.051  -1.278
C 1.150 -3.877 3.217  -0.779
C 1.406 -3.432 1.900  1.169
C 2.134 -4.195 0.963  -0.929
C 2.308 -3.719 -0.301  -1.303
C 1.847 -2.436 -0.607  0.081
N 1.216 -1.673 0.260  0.774
C 0.899 -2.190 1.488  -0.149
C -2.749 2.352 2.929  -1.065
H -3.873 4.843 0.955  0.495
H -2.706 3.473 -0.766  0.580
H -1.750 -0.017 3.344  0.416
H -0.817 -1.363 4.282  0.474
H 0.206 -3.432 5.069  0.450
H 1.556 -4.827 3.543  0.485
H 2.530 -5.162 1.255  0.484
H 2.824 -4.288 -1.062  0.567
H 2.044 -2.011 -1.578  0.135
H -2.784 2.019 3.962  0.518
I -2.892 -3.771 -1.004  0.071
C -2.081 -2.453 -2.383  -0.439
C -2.361 -2.518 -3.720  -0.199
C -1.807 -1.586 -4.644  -0.100
I -2.423 -1.744 -6.620  0.148
C -0.905 -0.637 -4.250  1.245
C -0.258 0.354 -5.105  -1.061
C 0.560 1.262 -4.582  -1.798
C 0.889 1.317 -3.129  0.337
N 0.408 0.181 -2.331  0.470
C -0.555 -0.601 -2.872  0.023
C -1.216 -1.436 -1.927  -0.231
O -0.969 -1.194 -0.689  0.151
H -3.033 -3.284 -4.085  0.436
H -0.448 0.331 -6.171  0.296
H 1.057 1.992 -5.216  0.573
H 1.964 1.406 -3.011  -0.330
C 0.511 3.863 -2.834  -0.651
C 0.701 4.888 -1.949  -1.440
C 0.765 4.604 -0.592  -0.531
C 0.782 3.256 -0.129  0.284
N 0.647 2.275 -0.993  0.325
C 0.267 2.516 -2.350  0.367
C 1.101 2.844 1.203  1.309
C 1.320 3.740 2.260  -0.823
C 1.809 3.265 3.449  -1.175
C 2.127 1.902 3.568  -1.362
C 1.891 1.022 2.531  0.159
C 1.317 1.459 1.337  0.081
H 0.448 4.043 -3.905  0.636
H 0.798 5.912 -2.292  0.546
H 0.869 5.417 0.121  0.511
H -0.820 2.339 -2.427  0.036
H 1.126 4.803 2.146  0.424
H 1.990 3.944 4.273  0.530
H 2.575 1.534 4.485  0.516
H 2.172 -0.014 2.649  0.645
Ge 2.921 0.589 -0.543  2.657
C 3.971 2.151 -0.009  0.171
C 4.884 2.004 1.031  -0.370
C 5.644 3.086 1.468  -0.766
C 5.495 4.334 0.872  -0.694
C 4.598 4.493 -0.177  -0.826
C 3.847 3.406 -0.612  0.212
C 3.824 -0.102 -2.166  0.825
C 5.214 0.037 -2.100  -1.343
C 6.028 -0.515 -3.083  -0.755
C 5.471 -1.215 -4.144  -0.839
C 4.092 -1.345 -4.233  -1.162
C 3.276 -0.783 -3.255  0.405
H 3.510 -0.410 0.481  -0.448
H 5.011 1.037 1.508  0.446
H 6.358 2.952 2.272  0.458
H 6.088 5.174 1.215  0.429
H 4.499 5.459 -0.665  0.477
H 3.181 3.541 -1.462  0.392
H 5.669 0.579 -1.277  0.313
H 7.103 -0.390 -3.017  0.483
H 6.109 -1.655 -4.901  0.412
H 3.649 -1.883 -5.062  0.501
H 2.205 -0.887 -3.374  0.236

Entry from OMol25: a molecular structure, C48H34N7O8P2PtSSe2 (ωB97M-V/def2-TZVPD).

* largest force on an atom: 1.12 eV Å⁻¹
* relative energy (zero: lowest compared OMol25 entry of this formula, charge and spin): 74.76 kJ/mol
* E_LUMO (spin up / spin down): 1.826 / 1.826 eV
* 2S+1: 1
* charge: -1
* E_HOMO (spin up / spin down): -5.033 / -5.030 eV

Each line ends with the Mulliken charge.
Cartesian coordinates (Å):
Pt 1.689 0.330 -0.488  0.950
O 4.464 1.311 0.982  -0.529
S 4.932 0.345 0.031  1.099
O 5.834 -0.686 0.492  -0.754
N 3.633 -0.316 -0.665  -0.207
C 3.831 -1.254 -1.696  -0.363
C 4.939 -2.053 -1.866  -0.325
C 5.044 -2.945 -2.954  -0.979
C 4.066 -3.063 -3.897  -0.946
C 2.906 -2.262 -3.769  1.095
C 1.848 -2.275 -4.710  -0.734
C 0.784 -1.434 -4.566  -0.964
C 0.746 -0.594 -3.433  -0.387
N 1.688 -0.608 -2.530  0.182
C 2.789 -1.389 -2.677  0.453
C 5.793 1.195 -1.268  0.260
C 5.149 2.230 -1.936  -0.109
C 5.800 2.846 -2.993  -1.055
C 7.069 2.430 -3.378  -0.375
C 7.701 1.400 -2.699  -0.657
C 7.059 0.773 -1.639  -0.316
H 5.739 -2.017 -1.143  0.717
H 5.939 -3.549 -3.031  0.396
H 4.156 -3.746 -4.731  0.390
H 1.903 -2.959 -5.548  0.401
H -0.024 -1.406 -5.284  0.460
H -0.071 0.101 -3.265  0.637
H 4.159 2.548 -1.630  0.359
H 5.310 3.657 -3.515  0.453
H 7.567 2.914 -4.209  0.370
H 8.691 1.079 -2.994  0.390
H 7.532 -0.031 -1.092  0.462
Se -5.042 -1.766 -0.684  -0.261
P -4.247 0.103 -0.121  1.133
C -4.580 0.586 1.599  0.228
C -3.962 1.729 2.107  -0.449
C -4.225 2.139 3.402  -0.820
C -5.103 1.410 4.196  -0.486
C -5.713 0.272 3.694  -0.510
C -5.453 -0.140 2.394  -0.575
C -4.981 1.422 -1.124  0.679
C -4.673 1.505 -2.480  -0.242
C -5.314 2.427 -3.283  -0.733
C -6.284 3.267 -2.745  -0.518
C -6.606 3.176 -1.403  -0.713
C -5.955 2.253 -0.591  -0.570
C -2.464 0.375 -0.275  -0.058
C -1.260 -0.306 -0.069  -0.105
N -0.304 0.568 -0.464  0.689
N -0.854 1.682 -0.898  -1.301
N -2.155 1.585 -0.791  0.031
P -0.747 -1.954 0.463  1.342
Se 1.373 -2.203 0.522  -0.390
C -1.439 -3.097 -0.743  0.734
C -1.430 -4.456 -0.433  -0.752
C -1.822 -5.383 -1.381  -0.674
C -2.219 -4.959 -2.646  -0.637
C -2.229 -3.610 -2.953  -1.095
C -1.839 -2.677 -2.002  0.036
C -1.509 -2.411 2.047  0.213
C -0.691 -2.873 3.075  -0.747
C -1.248 -3.285 4.275  -0.595
C -2.621 -3.234 4.458  -0.721
C -3.436 -2.766 3.438  -0.826
C -2.882 -2.358 2.236  0.143
H -3.269 2.290 1.491  0.479
H -3.741 3.023 3.795  0.441
H -5.307 1.732 5.209  0.396
H -6.391 -0.300 4.316  0.414
H -5.921 -1.028 1.984  0.505
H -3.925 0.848 -2.904  0.286
H -5.057 2.498 -4.332  0.402
H -6.788 3.987 -3.378  0.365
H -7.364 3.822 -0.979  0.404
H -6.213 2.193 0.458  0.317
H -1.113 -4.788 0.549  0.417
H -1.812 -6.437 -1.138  0.408
H -2.523 -5.686 -3.388  0.401
H -2.555 -3.273 -3.928  0.475
H -1.860 -1.622 -2.239  0.526
H 0.382 -2.886 2.935  0.327
H -0.603 -3.636 5.069  0.416
H -3.055 -3.558 5.396  0.380
H -4.509 -2.723 3.571  0.463
H -3.541 -2.037 1.440  0.283
O 3.163 4.453 0.027  -0.816
C 2.630 3.376 0.268  0.139
O 2.308 2.494 -0.604  -0.791
C 2.355 3.076 1.755  0.427
C 2.971 3.831 2.744  -0.706
C 2.770 3.472 4.070  -0.188
C 1.945 2.429 4.465  -0.575
C 1.313 1.757 3.441  -0.667
C 1.516 2.039 2.117  1.163
N 0.297 0.707 3.785  0.961
O -0.375 0.265 2.884  -0.294
O 0.193 0.391 4.951  -0.686
N 3.445 4.247 5.133  1.036
O 3.300 3.871 6.282  -0.649
O 4.095 5.215 4.800  -0.626
H 3.610 4.654 2.462  0.624
H 1.792 2.176 5.501  0.626
H 1.089 1.535 1.276  0.093